Record 1
Molecular formula: C4H18N2O7
Method: DFT, ωB97M-V with the def2-TZVPD basis set

Calculated values
Charge   0
Structure (SMILES)   CN(C=O)CC(N)=O.O.O.O.O.O
HOMO   -9.41 eV
Largest force on an atom   2.43 eV Å⁻¹
2S+1   1
Calculated total energy   -21753.586 eV
Relative energy (zero: lowest compared OMol25 entry of this formula, charge and spin)   1.780 eV

Positions of all 31 atoms, in Å:
1 C 1.17 1.45 1.32
2 N 0.51 0.21 1.77
3 C 1.30 -0.83 2.27
4 O 0.80 -1.93 2.39
5 C -0.79 -0.07 1.23
6 C -0.68 -0.85 -0.06
7 N -0.50 -2.20 -0.01
8 O -0.75 -0.31 -1.18
9 H 2.26 1.46 1.55
10 H 0.70 2.31 1.71
11 H 1.18 1.52 0.29
12 H 2.33 -0.59 2.61
13 H -1.36 -0.69 2.03
14 H -1.38 0.84 1.03
15 H -0.30 -2.65 0.92
16 H -0.34 -2.75 -0.83
17 O 1.75 -0.39 -2.22
18 H 0.86 -0.61 -1.93
19 H 1.69 0.52 -2.48
20 O -2.49 1.72 -1.36
21 H -1.86 1.00 -1.35
22 H -3.16 1.44 -0.79
23 O 2.91 -0.50 0.20
24 H 3.77 -0.89 0.01
25 H 2.48 -0.49 -0.74
26 O -3.19 -0.57 -0.01
27 H -3.19 -0.84 -0.91
28 H -3.83 -1.11 0.45
29 O 0.44 1.96 -1.98
30 H -0.24 2.58 -2.32
31 H -0.09 1.24 -1.61

Record 2
Molecular formula: C21H32BBr4F9N3O3
Method: DFT, ωB97M-V with the def2-TZVPD basis set

Calculated values
Charge   +1
HOMO   -11.49 eV
Largest force on an atom   2.19 eV Å⁻¹
2S+1   1
Calculated total energy   -338208.407 eV

Positions of all 73 atoms, in Å:
1 C -0.75 1.01 -8.91
2 C -0.79 0.73 -7.43
3 O 0.35 -0.04 -7.00
4 C 0.28 -0.41 -5.69
5 O -0.55 -1.22 -5.32
6 C 1.29 0.23 -4.76
7 C 1.53 -0.65 -3.49
8 C 0.69 -0.13 -2.31
9 N 1.48 0.55 -1.27
10 C 2.71 0.97 -1.34
11 N 3.12 1.52 -0.20
12 C 2.06 1.45 0.69
13 C 2.17 1.96 2.09
14 C 3.42 2.84 2.27
15 C 3.57 3.47 3.65
16 F 3.96 2.54 4.55
17 F 4.60 4.35 3.55
18 C 2.34 4.31 4.14
19 F 1.67 4.75 3.05
20 F 2.81 5.39 4.78
21 C 1.43 3.57 5.17
22 F 2.11 3.55 6.33
23 F 1.19 2.29 4.84
24 C 0.07 4.27 5.48
25 F -0.64 3.41 6.23
26 F 0.28 5.34 6.24
27 F -0.66 4.53 4.40
28 C 1.02 0.88 0.04
29 B -0.42 0.63 0.65
30 O -1.48 0.31 -0.18
31 N -0.58 0.78 2.09
32 C -1.70 1.76 2.26
33 C -0.97 -0.58 2.61
34 H -1.57 1.65 -9.22
35 H -0.75 0.09 -9.50
36 H 0.18 1.55 -9.16
37 H -0.81 1.67 -6.86
38 H -1.70 0.16 -7.19
39 H 0.85 1.17 -4.41
40 H 2.24 0.42 -5.25
41 H 1.16 -1.65 -3.74
42 H 2.58 -0.77 -3.26
43 H 0.28 -1.02 -1.80
44 H -0.17 0.46 -2.61
45 H 3.29 0.85 -2.24
46 H 4.05 1.90 -0.09
47 H 1.26 2.43 2.45
48 H 2.31 1.07 2.73
49 H 3.41 3.63 1.52
50 H 4.33 2.25 2.10
51 H -1.48 0.92 -0.93
52 H -1.59 2.57 1.52
53 H -1.68 2.17 3.27
54 H -2.65 1.28 2.02
55 H -1.01 -1.29 1.77
56 H -0.20 -0.92 3.31
57 H -1.98 -0.54 3.07
58 Br -4.07 -2.49 0.42
59 C -3.84 -3.85 1.79
60 C -4.37 -3.39 3.12
61 Br -3.14 -2.12 3.94
62 H -2.77 -4.09 1.82
63 H -4.39 -4.72 1.43
64 H -4.44 -4.23 3.82
65 H -5.33 -2.90 3.05
66 Br -1.69 -6.06 -2.50
67 C -1.47 -7.44 -1.15
68 C -2.04 -7.00 0.17
69 Br -0.86 -5.74 1.07
70 H -0.41 -7.67 -1.10
71 H -2.01 -8.30 -1.53
72 H -2.12 -7.85 0.85
73 H -3.01 -6.52 0.08

Record 3
Molecular formula: C5H8N2S
Method: DFT, ωB97M-V with the def2-TZVPD basis set

Calculated values
Charge   0
Structure (SMILES)   S[C@]12C=NN[C@H]1CC2
HOMO   -8.50 eV
Largest force on an atom   3.13 eV Å⁻¹
2S+1   1
Calculated total energy   -19127.943 eV
Relative energy (zero: lowest compared OMol25 entry of this formula, charge and spin)   2.478 eV

Positions of all 16 atoms, in Å:
1 S -1.64 -0.30 -1.65
2 C -0.68 0.15 -0.29
3 C -0.46 1.61 -0.23
4 N 0.72 2.00 -0.60
5 N 1.53 0.88 -0.79
6 C 0.82 -0.35 -0.49
7 C 0.84 -0.78 1.03
8 C -0.67 -0.62 1.08
9 H -2.56 -1.15 -1.13
10 H -1.20 2.38 0.02
11 H 2.01 0.91 -1.65
12 H 1.01 -1.17 -1.21
13 H 1.20 -1.79 1.27
14 H 1.32 -0.03 1.69
15 H -1.18 -1.61 0.99
16 H -1.05 -0.13 1.96

Record 4
Molecular formula: C9H13IN3O7P
Method: DFT, ωB97M-V with the def2-TZVPD basis set

Calculated values
Charge   0
HOMO   -7.12 eV
Largest force on an atom   1.58 eV Å⁻¹
2S+1   1
Calculated total energy   -45732.151 eV
Relative energy (zero: lowest compared OMol25 entry of this formula, charge and spin)   0.000 eV

Positions of all 34 atoms, in Å:
1 N -0.15 -1.46 2.93
2 P 0.38 -0.28 2.12
3 O 0.40 1.05 3.01
4 O 1.88 -0.46 1.57
5 C -0.61 0.21 0.64
6 C -0.37 1.45 0.02
7 C 0.72 2.43 0.42
8 C 1.63 2.78 -0.78
9 C 2.60 1.63 -1.04
10 C 2.02 0.56 -1.94
11 O 1.12 0.76 -2.72
12 O 2.58 -0.66 -1.79
13 C -1.16 1.85 -1.08
14 C -2.12 1.02 -1.55
15 N -2.30 -0.19 -0.97
16 C -1.59 -0.63 0.09
17 I -2.11 -2.55 0.67
18 H 0.48 -2.25 2.98
19 H -0.29 1.67 2.75
20 H 1.89 -0.71 0.64
21 H 0.22 3.35 0.73
22 H 1.37 2.05 1.19
23 H 2.22 3.65 -0.49
24 H 1.06 3.02 -1.67
25 H 3.53 1.97 -1.52
26 H 2.92 1.16 -0.11
27 H 1.90 -1.33 -1.93
28 H -1.01 2.79 -1.58
29 H -2.74 1.25 -2.40
30 H -3.00 -0.82 -1.35
31 N -2.87 -5.84 0.78
32 O -3.84 -5.69 0.02
33 O -1.93 -6.58 0.47
34 O -2.83 -5.19 1.87

Record 5
Molecular formula: C13H28BIN2NbO7P2S
Method: DFT, ωB97M-V with the def2-TZVPD basis set

Calculated values
Charge   -1
HOMO   -4.88 eV
Largest force on an atom   2.27 eV Å⁻¹
2S+1   1
Calculated total energy   -70994.227 eV
Relative energy (zero: lowest compared OMol25 entry of this formula, charge and spin)   0.491 eV

Positions of all 56 atoms, in Å:
1 C -1.32 4.09 -2.17
2 C -2.27 2.94 -2.55
3 P -2.50 1.68 -1.23
4 C -3.83 0.56 -1.84
5 C -4.64 1.10 -3.03
6 Nb -0.45 0.41 -0.45
7 C 1.53 -0.59 0.06
8 B 2.82 0.02 -0.52
9 O 3.57 -0.65 -1.50
10 O 3.33 1.22 -0.03
11 C -0.93 0.56 1.76
12 C -1.51 -0.66 2.50
13 C -0.73 -1.96 2.37
14 I -3.61 -0.97 2.07
15 N -1.42 -1.43 -0.75
16 C -0.80 -2.27 -1.35
17 O -0.24 -3.11 -1.96
18 O 0.55 2.22 -0.38
19 C 0.26 3.03 0.55
20 N -0.16 3.82 1.29
21 P 0.21 0.33 -3.02
22 O 1.42 -0.71 -3.38
23 O 0.85 1.76 -3.55
24 S -1.29 -0.18 -4.21
25 H -1.50 4.43 -1.15
26 H -1.48 4.91 -2.87
27 H -0.28 3.78 -2.27
28 H -3.25 3.39 -2.75
29 H -1.94 2.49 -3.49
30 H -4.53 0.44 -1.01
31 H -3.42 -0.41 -2.13
32 H -5.02 2.10 -2.85
33 H -4.06 1.08 -3.95
34 H -5.53 0.47 -3.16
35 H 1.58 -0.46 1.15
36 H 1.54 -1.67 -0.15
37 H 3.87 -0.06 -2.20
38 H 4.06 1.52 -0.57
39 H -0.05 0.85 2.35
40 H -1.65 1.37 1.87
41 H -1.54 -0.40 3.56
42 H -1.04 -2.57 1.53
43 H -0.91 -2.56 3.27
44 H 0.33 -1.77 2.33
45 H 1.09 -1.38 -3.99
46 H 1.81 1.67 -3.51
47 C 3.89 -2.49 5.24
48 C 2.83 -2.43 4.16
49 O 1.92 -1.64 4.20
50 C 2.97 -3.41 3.02
51 H 3.67 -1.74 5.99
52 H 3.89 -3.48 5.70
53 H 4.87 -2.30 4.81
54 H 2.95 -4.44 3.40
55 H 3.92 -3.25 2.50
56 H 2.16 -3.27 2.31

Record 6
Molecular formula: C5H8CuMgO3
Method: DFT, ωB97M-V with the def2-TZVPD basis set

Calculated values
Charge   +2
HOMO (spin up / spin down)   -17.18 / -17.18 eV
Largest force on an atom   3.08 eV Å⁻¹
2S+1   2
Calculated total energy   -61522.385 eV
Relative energy (zero: lowest compared OMol25 entry of this formula, charge and spin)   0.000 eV

Positions of all 18 atoms, in Å:
1 C -2.12 2.30 2.33
2 C -3.08 2.06 1.43
3 H -1.81 1.52 3.04
4 H -1.70 3.31 2.42
5 H -3.77 2.73 0.90
6 Mg -2.23 0.50 0.05
7 O 1.58 -0.67 -0.30
8 Cu 2.65 -2.76 0.89
9 O 0.68 -1.65 1.41
10 C 0.60 -0.70 0.62
11 O -0.39 0.06 0.48
12 C 1.45 0.04 -1.54
13 C 2.82 0.17 -2.15
14 H 0.77 -0.52 -2.20
15 H 0.99 1.02 -1.34
16 H 3.46 -0.67 -1.85
17 H 2.72 0.17 -3.24
18 H 3.30 1.11 -1.84